Entry 1:
Formula: C33H91AgN8O9
Source: OMol25
Level of theory: wB97M-V/def2-TZVPD

The geometry in XYZ format:
```
142
Properties=species:S:1:pos:R:3
Ag -1.06 -2.03 -0.27
C 1.42 0.00 -0.29
O 0.57 -0.43 0.72
H 1.04 -0.28 -1.30
H 1.39 1.11 -0.34
H 2.46 -0.34 -0.25
C -2.82 0.23 3.07
C -3.28 -0.54 1.81
C -4.79 -0.36 1.61
O -5.37 -1.08 2.69
C -6.76 -0.85 2.80
N -2.51 -0.10 0.63
H -3.25 -0.20 3.97
H -3.14 1.27 2.99
H -1.73 0.31 3.06
H -3.06 -1.59 1.99
H -5.13 -0.80 0.66
H -5.06 0.70 1.63
H -7.10 -1.38 3.69
H -7.30 -1.24 1.94
H -6.95 0.21 2.99
H -2.75 0.84 0.34
H -1.54 0.04 0.96
C -0.17 -0.36 -7.22
C 1.28 -0.13 -6.78
C 2.03 -1.45 -6.60
O 1.38 -2.34 -5.71
C 1.87 -2.26 -4.39
N 2.00 0.72 -7.73
H -0.73 0.58 -7.18
H -0.70 -1.05 -6.56
H -0.25 -0.68 -8.26
H 1.26 0.39 -5.82
H 3.07 -1.26 -6.35
H 2.03 -1.96 -7.57
H 1.63 -3.17 -3.85
H 1.50 -1.39 -3.84
H 2.97 -2.18 -4.39
H 2.05 0.26 -8.64
H 1.45 1.57 -7.83
C -1.22 3.76 2.05
C 0.26 3.67 1.83
C 1.07 4.78 2.50
O 1.00 6.04 1.85
C 1.36 6.07 0.48
N 0.80 2.41 2.42
H -1.48 3.63 3.11
H -1.74 3.00 1.45
H -1.63 4.73 1.77
H 0.49 3.67 0.76
H 2.14 4.52 2.57
H 0.67 4.86 3.51
H 1.36 7.13 0.23
H 0.59 5.54 -0.08
H 2.35 5.68 0.23
H 1.76 2.29 2.06
H 0.30 1.66 1.94
C -4.92 0.94 -1.95
C -4.78 2.46 -1.91
C -3.36 2.88 -2.25
O -2.51 2.44 -1.23
C -1.21 2.97 -1.34
N -5.76 3.08 -2.83
H -4.63 0.57 -2.94
H -5.90 0.52 -1.72
H -4.14 0.43 -1.37
H -5.00 2.85 -0.91
H -3.34 3.97 -2.31
H -3.09 2.51 -3.25
H -1.26 4.05 -1.51
H -0.63 2.51 -2.15
H -0.58 2.75 -0.47
H -5.58 2.62 -3.72
H -6.70 2.82 -2.57
C 0.08 -5.69 0.94
C 0.71 -4.43 1.51
C 1.78 -3.80 0.64
O 2.81 -4.75 0.41
C 3.93 -4.18 -0.20
N -0.35 -3.42 1.69
H 0.81 -6.49 0.79
H -0.36 -5.46 -0.04
H -0.67 -6.06 1.63
H 1.20 -4.63 2.47
H 2.20 -2.89 1.07
H 1.33 -3.55 -0.34
H 4.84 -4.78 -0.10
H 4.14 -3.18 0.18
H 3.80 -4.06 -1.29
H -0.97 -3.68 2.44
H 0.16 -2.60 2.03
C -2.22 -5.14 -3.36
C -1.74 -3.91 -2.60
C -1.74 -2.63 -3.41
O -1.11 -1.58 -2.68
C -1.16 -0.37 -3.42
N -2.48 -3.73 -1.34
H -2.22 -6.03 -2.73
H -1.57 -5.35 -4.21
H -3.24 -5.04 -3.73
H -0.69 -4.06 -2.34
H -2.75 -2.33 -3.71
H -1.21 -2.78 -4.36
H -2.13 0.12 -3.35
H -0.76 -0.51 -4.42
H -0.44 0.30 -2.92
H -2.60 -4.62 -0.85
H -3.46 -3.59 -1.61
C 4.62 2.45 -0.28
C 4.93 1.81 1.09
C 5.94 2.60 1.90
O 7.14 2.73 1.16
C 8.09 3.50 1.83
N 3.66 1.65 1.82
H 5.55 2.56 -0.84
H 4.21 3.45 -0.17
H 3.99 1.76 -0.84
H 5.33 0.81 0.90
H 6.10 2.03 2.82
H 5.55 3.60 2.15
H 8.77 3.92 1.08
H 8.69 2.95 2.57
H 7.69 4.40 2.32
H 3.18 0.78 1.58
H 3.96 1.45 2.77
C 1.22 -2.27 4.89
C 0.50 -0.96 4.57
C 0.38 -0.01 5.75
O -0.55 -0.51 6.69
C -0.58 0.27 7.86
N 1.30 -0.28 3.54
H 1.30 -2.93 4.03
H 0.75 -2.77 5.74
H 2.22 -2.03 5.26
H -0.51 -1.19 4.23
H 0.07 0.97 5.38
H 1.38 0.07 6.20
H 0.44 0.23 8.29
H -1.24 -0.13 8.62
H -0.82 1.31 7.59
H 1.04 0.71 3.49
H 1.16 -0.62 2.58
```

Calculated values
- net charge = 0
- 2S+1 = 1
- energy relative to the best compared isomer or geometry (same formula, charge and spin) (kJ/mol) = 60.8
- gap between HOMO and LUMO (eV) = 7.666
- LUMO level (Ha) = 0.0135
- DFT total energy (a.u.) = -2573.90866

Entry 2:
Formula: C33H91AlF2N9O13S2
Source: OMol25
Level of theory: wB97M-V/def2-TZVPD

The geometry in XYZ format:
```
151
Properties=species:S:1:pos:R:3
Al 0.35 -3.43 -1.96
N 0.19 -1.04 -0.43
S 0.90 0.28 -0.77
O 2.33 0.37 -0.48
O 0.21 1.56 -0.94
F 0.98 -0.09 -2.29
S -0.49 -0.32 0.95
O -1.77 0.32 0.71
O 0.43 0.13 2.00
F -0.93 -1.71 1.63
C 4.23 -1.67 -2.64
O 3.26 -2.71 -2.78
H 3.75 -0.69 -2.75
H 4.70 -1.65 -1.66
H 5.07 -1.68 -3.33
C -4.77 6.78 2.51
C -4.27 6.52 1.07
C -3.73 5.08 0.92
O -2.58 4.93 1.73
C -1.86 3.61 1.63
N -5.36 6.87 0.15
H -4.03 6.60 3.29
H -5.58 6.07 2.71
H -5.15 7.78 2.70
H -3.46 7.22 0.86
H -3.37 4.92 -0.09
H -4.52 4.36 1.10
H -1.86 3.26 0.60
H -2.42 2.80 2.10
H -0.90 3.54 2.14
H -5.49 7.87 0.23
H -5.19 6.71 -0.84
C -4.12 -2.25 0.23
C -3.24 -3.51 0.15
C -4.00 -4.86 0.47
O -2.94 -5.81 0.48
C -3.34 -7.22 0.52
N -2.70 -3.61 -1.21
H -5.14 -2.35 -0.14
H -3.72 -1.41 -0.34
H -4.21 -1.99 1.28
H -2.43 -3.42 0.88
H -4.70 -5.07 -0.34
H -4.54 -4.91 1.42
H -2.41 -7.78 0.62
H -3.77 -7.49 -0.44
H -3.96 -7.43 1.38
H -2.74 -4.59 -1.45
H -3.49 -3.31 -1.76
C 4.76 -2.26 5.27
C 3.85 -1.40 4.44
C 2.37 -1.40 4.95
O 1.85 -2.63 4.45
C 0.57 -2.82 4.91
N 4.47 -0.06 4.47
H 5.84 -2.21 5.09
H 4.53 -3.31 5.08
H 4.76 -2.01 6.33
H 3.86 -1.63 3.37
H 1.94 -0.50 4.52
H 2.44 -1.28 6.03
H 0.46 -2.72 5.99
H 0.30 -3.83 4.60
H -0.10 -2.11 4.43
H 3.92 0.61 3.95
H 5.32 -0.12 3.92
C 1.71 -6.91 0.61
C 0.60 -6.01 1.21
C 1.03 -4.67 1.79
O 1.64 -3.89 0.73
C 2.46 -2.91 1.24
N -0.32 -5.81 0.10
H 1.32 -7.89 0.33
H 2.48 -7.17 1.33
H 2.22 -6.49 -0.26
H -0.10 -6.55 1.84
H 1.77 -4.85 2.57
H 0.20 -4.14 2.25
H 2.96 -2.20 0.58
H 3.26 -3.39 1.81
H 1.88 -2.21 1.84
H -1.23 -5.84 0.52
H -0.30 -6.72 -0.34
C 0.83 -1.69 -6.73
C 0.57 -1.92 -5.25
C -0.81 -1.27 -4.85
O -1.17 -1.43 -3.50
C -2.30 -0.76 -3.05
N 0.68 -3.40 -5.04
H 1.78 -2.15 -7.00
H 0.93 -0.61 -6.82
H 0.00 -1.96 -7.38
H 1.34 -1.37 -4.70
H -1.61 -1.70 -5.44
H -0.80 -0.21 -5.08
H -2.34 0.20 -3.56
H -2.16 -0.68 -1.97
H -3.17 -1.32 -3.38
H 0.03 -3.84 -5.68
H 1.55 -3.76 -5.40
C 3.35 1.86 -4.52
C 4.50 2.66 -3.91
C 5.20 1.87 -2.69
O 6.26 2.70 -2.25
C 7.09 2.19 -1.18
N 5.50 2.83 -4.94
H 3.63 0.90 -4.96
H 2.83 2.42 -5.30
H 2.57 1.67 -3.78
H 4.21 3.68 -3.65
H 5.62 0.92 -3.00
H 4.57 1.72 -1.81
H 6.43 1.86 -0.39
H 7.67 2.96 -0.67
H 7.81 1.53 -1.67
H 5.81 1.97 -5.36
H 6.33 3.10 -4.43
C -4.94 1.20 0.15
C -6.19 2.09 0.27
C -6.47 3.06 -0.79
O -7.68 3.64 -0.46
C -8.14 4.66 -1.30
N -7.23 1.13 0.42
H -4.04 1.81 0.11
H -4.91 0.50 -0.68
H -4.79 0.57 1.03
H -6.22 2.63 1.22
H -6.54 2.48 -1.71
H -5.63 3.74 -0.89
H -7.45 5.51 -1.33
H -9.09 5.01 -0.91
H -8.36 4.29 -2.30
H -8.03 1.75 0.37
H -7.30 0.60 -0.43
C 4.12 3.43 4.09
C 3.06 3.10 3.08
C 3.47 3.15 1.57
O 3.96 4.47 1.24
C 4.18 4.75 -0.17
N 2.57 1.73 3.30
H 3.69 3.43 5.10
H 4.55 4.43 3.95
H 4.93 2.70 4.02
H 2.25 3.79 3.31
H 2.52 2.97 1.07
H 4.24 2.43 1.28
H 3.25 4.69 -0.74
H 5.01 4.14 -0.54
H 4.52 5.77 -0.30
H 1.90 1.82 4.05
H 2.11 1.34 2.50
```

Calculated values
- net charge = 0
- 2S+1 = 2
- gap between HOMO and LUMO (spin up / spin down) (eV) = 8.002 / 6.252
- LUMO level (spin up / spin down) (Ha) = -0.0046 / -0.0689
- DFT total energy (a.u.) = -4020.98377

Entry 3:
Formula: C33H94O14
Source: OMol25
Level of theory: wB97M-V/def2-TZVPD

The geometry in XYZ format:
```
141
Properties=species:S:1:pos:R:3
O -0.34 3.34 -1.43
H -0.40 4.21 -1.85
H -1.16 2.89 -1.68
O 0.99 -0.20 -4.26
H 1.81 0.02 -3.80
H 1.27 -0.72 -5.02
O -0.84 2.03 -4.06
H -0.32 1.21 -4.17
H -0.34 2.54 -3.42
C -1.72 -3.05 -2.19
C -2.59 -4.18 -2.72
C -2.29 -4.48 -4.18
O -2.41 -5.41 -2.01
H -1.54 -2.33 -2.99
H -0.77 -3.45 -1.85
H -2.17 -2.52 -1.35
H -3.63 -3.85 -2.62
H -2.76 -5.45 -4.40
H -1.21 -4.59 -4.29
H -2.71 -3.83 -4.94
H -2.41 -5.22 -1.07
C -4.19 -1.20 2.78
C -5.27 -2.18 3.17
C -5.60 -3.15 2.06
O -4.79 -2.97 4.31
H -3.51 -1.79 2.15
H -3.57 -0.86 3.61
H -4.55 -0.31 2.26
H -6.14 -1.62 3.53
H -6.50 -3.71 2.34
H -4.88 -3.90 1.74
H -5.83 -2.64 1.12
H -3.98 -3.37 3.96
C 3.69 -3.57 -0.76
C 2.70 -4.25 -1.71
C 2.19 -3.36 -2.83
O 3.42 -5.36 -2.22
H 3.31 -2.62 -0.37
H 4.60 -3.28 -1.29
H 3.96 -4.22 0.06
H 1.81 -4.58 -1.15
H 1.62 -3.95 -3.54
H 3.03 -2.88 -3.34
H 1.53 -2.56 -2.46
H 2.80 -6.03 -2.54
C -1.20 -0.06 0.42
C 0.24 0.40 0.65
C 1.14 0.18 -0.58
O 0.15 1.78 0.98
H -1.54 0.31 -0.56
H -1.88 0.22 1.22
H -1.32 -1.14 0.38
H 0.63 -0.08 1.55
H 1.31 -0.89 -0.72
H 2.12 0.62 -0.39
H 0.64 0.48 -1.50
H -0.18 2.24 0.18
C 0.17 3.09 4.32
C -0.65 4.13 3.56
C 0.21 5.29 3.06
O -1.36 3.47 2.52
H -0.42 2.19 4.50
H 0.42 3.46 5.32
H 1.12 2.86 3.83
H -1.37 4.57 4.26
H 1.01 4.90 2.42
H 0.58 5.88 3.89
H -0.39 5.95 2.43
H -0.71 2.93 2.02
C -3.82 0.87 -2.44
C -4.92 1.72 -3.06
C -6.29 1.44 -2.44
O -4.58 3.10 -3.12
H -4.05 -0.16 -2.71
H -3.77 0.94 -1.35
H -2.85 1.18 -2.84
H -5.02 1.38 -4.10
H -6.14 1.26 -1.37
H -6.75 0.56 -2.87
H -6.98 2.28 -2.53
H -5.27 3.60 -2.68
C -4.65 2.71 1.38
C -5.16 3.51 2.60
C -5.28 2.59 3.82
O -4.28 4.58 2.90
H -4.06 1.84 1.69
H -3.96 3.31 0.78
H -5.49 2.38 0.77
H -6.10 3.95 2.28
H -4.30 2.46 4.29
H -5.72 1.61 3.64
H -5.98 2.97 4.57
H -3.37 4.26 2.89
C 2.16 -3.69 3.02
C 0.85 -2.97 2.79
C 0.28 -3.12 1.39
O -0.13 -3.43 3.72
H 2.61 -3.49 3.99
H 2.88 -3.54 2.22
H 1.98 -4.78 3.00
H 1.08 -1.91 2.95
H 0.37 -4.07 0.87
H 0.81 -2.35 0.84
H -0.77 -2.84 1.48
H 0.17 -3.36 4.63
C 5.31 -1.64 2.58
C 4.33 -0.65 1.92
C 3.55 0.14 2.97
O 5.11 0.27 1.16
H 6.25 -1.76 2.05
H 4.85 -2.63 2.62
H 5.53 -1.39 3.62
H 3.76 -1.26 1.21
H 2.96 0.93 2.51
H 4.15 0.61 3.76
H 2.89 -0.49 3.58
H 4.59 1.07 1.00
C 2.94 4.80 -0.46
C 3.77 3.55 -0.70
C 5.22 3.92 -0.97
O 3.70 2.63 0.40
H 3.16 5.42 -1.34
H 3.27 5.33 0.43
H 1.86 4.65 -0.53
H 3.43 3.02 -1.60
H 5.35 4.36 -1.96
H 5.81 2.99 -1.01
H 5.65 4.58 -0.21
H 2.82 2.23 0.31
C 4.34 -0.33 -2.28
C 4.87 0.42 -3.48
C 5.47 -0.56 -4.49
O 3.75 1.08 -4.10
H 3.30 -0.61 -2.45
H 4.38 0.29 -1.38
H 4.88 -1.24 -2.04
H 5.58 1.20 -3.16
H 4.65 -1.22 -4.80
H 6.32 -1.10 -4.09
H 5.75 -0.03 -5.40
H 3.89 1.27 -5.03
```

Calculated values
- net charge = 0
- 2S+1 = 1
- energy relative to the best compared isomer or geometry (same formula, charge and spin) (kJ/mol) = 0.0
- gap between HOMO and LUMO (eV) = 9.986
- LUMO level (Ha) = 0.0087
- DFT total energy (a.u.) = -2367.01841

Number 1: F_max 0.0313 hartree/bohr. Number 2: F_max 0.1720 hartree/bohr. Number 3: F_max 0.0345 hartree/bohr.